Entry 1:
{
  "formula": "C20H14F6MgN6O7",
  "method": "ωB97M-V/def2-TZVPD",
  "homo_ev": -2.374,
  "e_tot_ev": -65995.1866,
  "e_above_lowest_ev": 0.000,
  "gap_ha": 0.2265,
  "charge": -2,
  "symbols": ["Mg", "O", "C", "O", "C", "C", "C", "C", "C", "C", "N", "C", "C", "C", "C", "C", "C", "N", "H", "H", "H", "H", "H", "H", "H", "H", "H", "H", "N", "C", "N", "C", "N", "C", "C", "O", "C", "F", "F", "F", "C", "F", "F", "F", "H", "H", "H", "O", "C", "O", "H", "O", "N", "O"],
  "coordinates": [[-0.6512, -0.3221, -0.3992], [7.5220, -3.0774, 2.0498], [6.6391, -3.1830, 1.0155], [6.9240, -3.8722, 0.0764], [5.3747, -2.3928, 1.1492], [4.6095, -2.1682, 0.0064], [3.4451, -1.4236, 0.0678], [3.0346, -0.8961, 1.2899], [3.7718, -1.1404, 2.4426], [4.9388, -1.8848, 2.3687], [1.8286, -0.1782, 1.3094], [1.7113, 0.8892, 1.9489], [0.4084, 1.6169, 2.0296], [0.2182, 2.4607, 3.1064], [-0.9897, 3.1317, 3.2383], [-1.9431, 2.9518, 2.2591], [-1.6563, 2.0977, 1.2004], [-0.5090, 1.4305, 1.0798], [7.1927, -2.4168, 2.6707], [4.9426, -2.5829, -0.9359], [2.8540, -1.1945, -0.8129], [3.4063, -0.7884, 3.3999], [5.4666, -2.0928, 3.2949], [2.5556, 1.3774, 2.4612], [1.0058, 2.5701, 3.8420], [-1.1728, 3.7803, 4.0865], [-2.8966, 3.4600, 2.2918], [-2.3687, 1.9293, 0.4037], [-4.8505, 3.8970, -2.9010], [-3.7906, 3.4156, -2.8413], [-2.5671, 2.9707, -2.8328], [-2.1365, 1.8948, -2.2551], [-1.6752, 0.9476, -1.7654], [0.3362, -3.8944, -0.1628], [-0.3937, -3.2775, -1.3820], [-0.5062, -1.9512, -1.3474], [0.4166, -3.6709, -2.6496], [-0.1637, -3.2930, -3.7929], [0.6511, -5.0064, -2.7678], [1.6208, -3.0859, -2.5959], [-1.8079, -3.9197, -1.4463], [-2.5379, -3.5050, -2.4843], [-1.7770, -5.2791, -1.5094], [-2.5055, -3.6158, -0.3388], [1.1064, -3.1866, 0.1339], [0.7831, -4.8658, -0.3755], [-0.3539, -3.9908, 0.6735], [-2.5073, -0.6749, 0.6258], [-1.9166, -1.2700, 1.5635], [-0.6681, -1.3834, 1.6356], [-2.5284, -1.7027, 2.3694], [2.8195, 0.8952, -2.5018], [1.5862, 0.9318, -2.3824], [1.1523, 0.4815, -1.2690]]
}

Entry 2:
{
  "formula": "C7H8BrFN3S2",
  "method": "ωB97M-V/def2-TZVPD",
  "homo_ev": -12.160,
  "e_tot_ev": -106278.1746,
  "gap_ha": 0.2632,
  "charge": 1,
  "symbols": ["C", "C", "C", "C", "C", "C", "C", "N", "N", "N", "F", "S", "S", "Br", "H", "H", "H", "H", "H", "H", "H", "H"],
  "coordinates": [[-3.0988, -0.6020, -0.2154], [-1.7190, -0.7195, -0.3374], [-1.0833, 0.5770, -0.3761], [-3.4937, 0.7254, -0.0759], [2.2948, -0.5739, -0.2996], [0.2784, 0.9110, -0.2039], [-4.9282, 0.9836, 0.3072], [1.3314, 0.1925, -0.1998], [3.3217, -1.1229, -0.0219], [4.1089, -2.1107, -0.1954], [6.4212, 1.1217, -0.2843], [-2.2653, 1.8695, -0.2174], [5.1134, 1.5982, 0.4964], [-0.7464, -2.2919, -0.1561], [-3.7195, -1.4524, -0.1083], [4.5915, 0.3809, 0.4430], [0.4540, 1.9209, 0.0761], [-4.9479, 0.8282, 1.3840], [-5.0656, 2.0729, 0.3731], [-5.5840, 0.5201, -0.3923], [3.6859, -2.9840, -0.1302], [5.0504, -1.8445, 0.1341]]
}

Entry 3:
{
  "formula": "C25H30Br2Ge2I2NOTi",
  "method": "ωB97M-V/def2-TZVPD",
  "homo_ev": -10.973,
  "e_tot_ev": -322376.6747,
  "e_above_lowest_ev": 0.074,
  "gap_ha": 0.2247,
  "charge": 1,
  "symbols": ["Ti", "C", "C", "Ge", "C", "C", "C", "C", "Ge", "C", "C", "C", "C", "C", "C", "C", "C", "C", "C", "H", "H", "H", "H", "H", "H", "H", "H", "H", "H", "H", "H", "H", "H", "H", "H", "H", "H", "H", "H", "H", "H", "H", "H", "H", "H", "Br", "C", "C", "C", "Br", "C", "C", "C", "C", "N", "C", "C", "O", "H", "H", "H", "H", "I", "I"],
  "coordinates": [[-1.1933, -0.3597, -1.5141], [0.6989, 4.7370, -1.8663], [0.0904, 3.4854, -2.4993], [-0.5736, 2.1593, -1.1987], [-1.9603, 2.9898, -0.0482], [-1.4047, 3.8840, 1.0628], [0.9508, 1.6223, -0.0530], [1.6488, 0.4936, 0.1843], [1.0994, -1.2534, -0.6164], [0.5268, -2.6712, 0.6587], [1.5089, -3.2841, 1.6582], [2.2985, -1.9709, -2.0066], [3.5948, -2.6559, -1.5753], [2.8726, 0.5102, 1.0428], [3.5808, -0.6693, 1.2587], [4.7270, -0.7065, 2.0397], [5.1967, 0.4547, 2.6279], [4.5110, 1.6455, 2.4212], [3.3693, 1.6736, 1.6409], [1.0820, 5.4058, -2.6382], [1.5326, 4.4924, -1.2062], [-0.0347, 5.2989, -1.2899], [0.8360, 3.0006, -3.1323], [-0.7473, 3.7529, -3.1478], [-2.5720, 2.2035, 0.3952], [-2.6221, 3.5475, -0.7149], [-0.6946, 3.3454, 1.6941], [-2.2087, 4.2397, 1.7095], [-0.8930, 4.7613, 0.6712], [1.3222, 2.5210, 0.4438], [0.1355, -3.4528, -0.0009], [-0.3357, -2.2834, 1.2047], [2.3775, -3.7254, 1.1689], [1.0189, -4.0796, 2.2222], [1.8696, -2.5478, 2.3754], [2.5210, -1.1491, -2.6905], [1.6776, -2.6758, -2.5659], [4.3013, -1.9492, -1.1419], [4.0804, -3.1144, -2.4384], [3.4191, -3.4487, -0.8471], [3.2434, -1.5911, 0.8060], [5.2492, -1.6437, 2.1828], [6.0899, 0.4381, 3.2379], [4.8718, 2.5617, 2.8700], [2.8737, 2.6248, 1.5029], [-5.0032, -2.7884, -3.6517], [-4.7882, -2.2717, -1.8641], [-5.8117, -2.5538, -0.9324], [-5.6845, -2.2114, 0.3812], [-7.0709, -2.6263, 1.5881], [-4.5164, -1.5448, 0.8384], [-4.2572, -1.1608, 2.1671], [-3.0840, -0.5229, 2.4929], [-2.1617, -0.2396, 1.4873], [-2.3766, -0.5810, 0.2252], [-3.5223, -1.2529, -0.1148], [-3.6367, -1.6379, -1.4751], [-2.6079, -1.3624, -2.2882], [-6.7030, -3.0576, -1.2789], [-4.9930, -1.3776, 2.9301], [-2.8687, -0.2304, 3.5099], [-1.2356, 0.2855, 1.6954], [-0.0587, 0.3266, -4.0323], [0.4439, -1.8092, -5.5659]]
}

Entry 4:
{
  "formula": "C18H29NO3P",
  "method": "ωB97M-V/def2-TZVPD",
  "homo_ev": -11.541,
  "e_tot_ev": -36044.0860,
  "gap_ha": 0.2796,
  "charge": 1,
  "symbols": ["C", "C", "C", "N", "C", "C", "O", "C", "C", "C", "C", "C", "C", "O", "C", "C", "O", "C", "C", "P", "C", "C", "C", "H", "H", "H", "H", "H", "H", "H", "H", "H", "H", "H", "H", "H", "H", "H", "H", "H", "H", "H", "H", "H", "H", "H", "H", "H", "H", "H", "H", "H"],
  "coordinates": [[-0.6899, -2.1648, 2.0209], [0.1508, -1.2838, 1.3434], [-0.4413, -0.3996, 0.2719], [0.0178, 1.0309, 0.2241], [1.5341, 1.0351, 0.2588], [2.1862, 0.2667, -0.9356], [2.3366, 0.8921, -1.9667], [2.6917, -1.1617, -0.8751], [4.0222, -1.3345, -0.4967], [4.5734, -2.5910, -0.4586], [3.8457, -3.7229, -0.7892], [2.5242, -3.5609, -1.1582], [1.9766, -2.2948, -1.1963], [-0.2575, 1.7744, -0.9396], [-1.2739, 1.2821, -1.7960], [-2.7370, 1.3394, -1.2630], [-3.3690, 0.0816, -1.5159], [-3.6905, -0.1080, -2.8922], [-2.9913, -1.4161, -3.3673], [-0.6884, 2.0981, 1.5962], [-1.5537, 1.0640, 2.8532], [0.7139, 2.8821, 2.5358], [0.1305, 3.8609, 3.5755], [-1.3400, -1.8274, 2.8352], [-0.6522, -3.2227, 1.7359], [1.2129, -1.3148, 1.6026], [-1.5310, -0.4013, 0.4431], [-0.2825, -0.9480, -0.6633], [1.7917, 2.0871, 0.0828], [1.9307, 0.7908, 1.2475], [4.6635, -0.4884, -0.2506], [5.6198, -2.7338, -0.1914], [4.2882, -4.7159, -0.7869], [1.9101, -4.4107, -1.4482], [0.9403, -2.2281, -1.5306], [-1.0809, 0.3002, -2.2504], [-1.2608, 1.9556, -2.6644], [-3.3330, 2.1209, -1.7521], [-2.8057, 1.4861, -0.1793], [-4.7648, -0.2227, -3.0777], [-3.3036, 0.6939, -3.5385], [-1.9639, -1.2101, -3.7082], [-3.5296, -1.9117, -4.1800], [-2.8716, -2.0718, -2.4941], [-0.8547, 0.7212, 3.6322], [-2.1413, 0.2310, 2.4560], [-2.2558, 1.7360, 3.3682], [1.2447, 3.4993, 1.7959], [1.4135, 2.1515, 2.9612], [-0.5870, 3.3678, 4.2448], [-0.4078, 4.6965, 3.1115], [0.9392, 4.3003, 4.1693]]
}

Entry 5:
{
  "formula": "C10H10NO4P",
  "method": "ωB97M-V/def2-TZVPD",
  "homo_ev": 0.019,
  "e_tot_ev": -29501.2338,
  "e_above_lowest_ev": 0.000,
  "gap_ha": 0.1840,
  "charge": -2,
  "symbols": ["C", "C", "C", "C", "C", "C", "C", "C", "C", "C", "N", "O", "O", "O", "O", "P", "H", "H", "H", "H", "H", "H", "H", "H", "H", "H"],
  "coordinates": [[3.5192, -0.9273, -0.3976], [2.8142, -2.1206, -0.0692], [2.8315, 0.2569, -0.5477], [1.4983, -2.0508, 0.3348], [1.4309, 0.3047, -0.2598], [0.7556, -0.8314, 0.2342], [0.7968, 1.5927, -0.4507], [-0.3023, 1.7449, 0.6172], [-1.1954, 0.4723, 0.7220], [-1.5864, -0.4663, -0.3316], [-0.5068, -0.8189, 0.7281], [-5.2613, -0.6813, -0.7993], [-3.6636, 1.3465, -0.9135], [-4.1668, 0.2935, 1.3577], [-2.7635, -1.1144, -0.3283], [-4.1600, 0.1299, -0.1184], [4.5382, -1.0587, -0.4270], [3.3234, -2.9704, 0.0650], [3.4974, 1.0457, -0.8214], [0.9569, -2.9639, 0.7868], [1.6547, 2.2712, -0.4844], [0.1697, 1.8158, -1.4421], [0.1262, 1.8689, 1.6964], [-0.9903, 2.6310, 0.6277], [-1.9786, 0.4157, 1.6028], [-1.3381, -0.1854, -1.3817]]
}

Entry 6:
{
  "formula": "C8H15N2O2S",
  "method": "ωB97M-V/def2-TZVPD",
  "homo_ev": -11.551,
  "e_tot_ev": -26441.5055,
  "e_above_lowest_ev": 0.000,
  "gap_ha": 0.2885,
  "charge": 1,
  "symbols": ["C", "C", "C", "C", "C", "C", "C", "C", "N", "N", "O", "O", "S", "H", "H", "H", "H", "H", "H", "H", "H", "H", "H", "H", "H", "H", "H", "H"],
  "coordinates": [[1.4227, -1.1060, -1.4821], [-0.0350, 1.7594, 0.7974], [0.6939, 0.5906, 0.5917], [-0.4545, -2.6451, -0.9683], [-0.5685, -3.8291, -0.0532], [-1.5054, -2.5022, -2.0817], [0.1748, 3.9920, 2.6625], [-1.0811, 3.3033, 2.1920], [0.5436, -1.8575, -0.8608], [2.2208, -1.5098, -2.4741], [0.0424, 2.7737, -0.1165], [-0.7117, 1.9491, 1.8902], [1.8958, 0.4776, -0.6935], [0.5568, -0.1621, 1.4291], [0.1222, -3.7894, 0.7993], [-0.3026, -4.8323, -0.5499], [-1.6048, -3.9234, 0.1692], [-2.3223, -3.0251, -1.7446], [-1.1947, -2.7970, -3.0498], [-1.6142, -1.4869, -2.3089], [0.7585, 3.1596, 3.2380], [0.8268, 4.2918, 1.8774], [0.0043, 4.9217, 3.2881], [-1.3498, 3.8906, 1.2895], [-1.9366, 3.2408, 2.8500], [0.4057, 2.4813, -0.9352], [1.9901, -2.3195, -2.9860], [3.0230, -1.0462, -2.7701]]
}

no.,M (g mol⁻¹)
1,588.66
2,297.20
3,967.22
4,338.41
5,239.17
6,203.29